Version w
Entry from the OMol25 dataset: 2 unconnected molecules or ions with the total composition C3H13N2O (ωB97M-V with the def2-TZVPD basis set).

The geometry in ORCA input format:
```
! RIJCOSX wB97M-V def2-TZVPD def2/J DEFGRID3
* xyz 0 2
C -0.443 -1.560 0.375
C 0.446 -0.741 1.348
C -0.061 0.618 1.645
N -0.220 1.411 0.352
N -0.262 -1.092 -1.025
H -1.476 -1.359 0.786
H -0.249 -2.696 0.372
H 1.519 -0.687 1.199
H 0.523 -1.381 2.310
H -1.033 0.707 2.166
H 0.568 1.170 2.398
H 0.576 1.985 0.108
H -1.097 1.949 0.219
H -0.853 -1.372 -1.787
H -0.228 -0.045 -1.063
H 0.627 -1.459 -1.303
H 0.921 2.071 -2.328
H 0.251 1.236 -3.369
O 0.491 1.245 -2.401
*
```

- E_HOMO (alpha / beta) (eV) = -2.7195 / -9.7988

---

Version x
Entry from the OMol25 dataset: 2 unconnected molecules or ions with the total composition C3H13N2O (ωB97M-V with the def2-TZVPD basis set).

The geometry in ORCA input format:
```
! RIJCOSX wB97M-V def2-TZVPD def2/J DEFGRID3
* xyz 0 2
C -0.479 -0.089 -0.769
C 0.001 1.404 -0.598
C 1.412 1.526 0.191
N 1.338 0.653 1.330
N -1.030 -0.502 0.561
H -1.155 -0.159 -1.654
H 0.350 -0.755 -1.014
H -0.707 2.113 -0.109
H 0.111 1.821 -1.655
H 1.553 2.497 0.647
H 2.203 1.356 -0.436
H 1.063 1.299 2.104
H -0.371 -0.031 1.295
H 2.224 0.003 1.391
H -1.984 -0.186 0.660
H -0.988 -1.524 0.680
H -0.659 -2.921 -1.484
H -1.861 -3.434 -0.557
O -1.019 -3.071 -0.585
*
```

- E_HOMO (alpha / beta) (eV) = -2.5720 / -9.8731

---

Quick one: most stable of them? version w

---

Version w
Entry from the OMol25 dataset: 7 unconnected molecules or ions with the total composition C24H66N4O11 (ωB97M-V with the def2-TZVPD basis set).

The geometry in ORCA input format:
```
! RIJCOSX wB97M-V def2-TZVPD def2/J DEFGRID3
* xyz 0 1
C -0.520 1.885 -3.934
O 0.804 1.689 -4.374
C 1.000 0.388 -4.876
C 2.411 0.222 -5.375
C 3.431 0.150 -4.255
N 2.838 1.144 -6.447
H -1.180 2.010 -4.806
H -0.532 2.813 -3.370
H -0.862 1.015 -3.365
H 0.792 -0.354 -4.085
H 0.274 0.177 -5.680
H 2.406 -0.770 -5.859
H 3.370 -0.762 -3.660
H 3.252 1.001 -3.588
H 4.459 0.173 -4.614
H 2.054 1.282 -7.079
H 3.018 2.058 -6.039
C -3.807 -2.788 -3.294
O -4.177 -1.835 -2.321
C -3.460 -0.621 -2.428
C -3.743 0.230 -1.214
C -3.347 1.679 -1.398
N -3.082 -0.355 -0.038
H -2.746 -3.058 -3.217
H -3.984 -2.414 -4.310
H -4.422 -3.668 -3.122
H -2.376 -0.791 -2.512
H -3.767 -0.083 -3.341
H -4.836 0.213 -1.080
H -3.569 2.228 -0.481
H -3.921 2.125 -2.212
H -2.287 1.815 -1.624
H -3.434 -1.311 0.067
H -3.465 0.062 0.808
C -0.065 -3.790 1.881
O -1.408 -4.179 2.013
C -2.237 -3.443 1.154
C -3.661 -3.904 1.383
C -3.805 -5.381 1.006
N -4.577 -3.034 0.615
H 0.235 -3.802 0.824
H 0.558 -4.478 2.447
H 0.094 -2.777 2.273
H -2.109 -2.371 1.348
H -1.946 -3.650 0.109
H -3.890 -3.846 2.449
H -3.210 -6.027 1.648
H -3.501 -5.569 -0.034
H -4.854 -5.692 1.031
H -5.538 -3.310 0.791
H -4.454 -3.227 -0.379
C 2.043 1.215 6.370
O 1.724 2.104 5.305
C 1.998 1.605 4.008
C 0.715 1.261 3.285
N 0.151 0.004 3.797
C -1.000 -0.478 3.017
C -2.102 0.542 2.806
O -2.260 1.284 3.999
C -3.452 2.012 4.047
H 1.327 0.389 6.429
H 2.041 1.798 7.286
H 3.037 0.772 6.234
H 2.653 0.730 4.099
H 2.555 2.374 3.466
H 0.937 1.139 2.223
H 0.046 2.112 3.441
H -0.235 0.216 4.714
H -1.400 -1.342 3.549
H -0.657 -0.815 2.035
H -3.044 0.005 2.615
H -1.911 1.196 1.946
H -3.431 2.911 3.417
H -3.628 2.314 5.079
H -4.312 1.407 3.726
O 2.987 4.015 -1.774
C 4.130 4.328 -0.985
C 4.844 5.444 -1.696
O 5.312 4.971 -2.955
H 2.629 3.177 -1.440
H 3.817 4.564 0.039
H 4.810 3.466 -0.933
H 5.691 5.798 -1.113
H 4.148 6.268 -1.890
H 4.529 4.587 -3.370
O 3.760 0.193 1.575
C 4.026 -1.189 1.701
C 2.753 -1.988 1.733
O 2.068 -2.049 2.955
H 4.485 0.694 1.957
H 4.619 -1.578 0.856
H 4.674 -1.407 2.559
H 2.991 -3.020 1.470
H 2.101 -1.593 0.934
H 1.840 -1.167 3.306
O 2.439 1.596 -0.476
C 1.646 0.680 -1.214
C 0.365 0.397 -0.498
O -0.298 -0.671 -1.120
H 2.845 1.090 0.248
H 1.452 1.041 -2.225
H 2.195 -0.265 -1.331
H -0.262 1.296 -0.388
H 0.602 0.160 0.556
H -1.219 -0.663 -0.810
*
```

- SMILES = COC[C@H](C)N.COC[C@H](C)N.COC[C@H](C)N.COCCNCCOC.OCCO.OCCO.OCCO
- E_HOMO (eV) = -9.2746

---

Version x
Entry from the OMol25 dataset: 7 unconnected molecules or ions with the total composition C24H66N4O11 (ωB97M-V with the def2-TZVPD basis set).

The geometry in ORCA input format:
```
! RIJCOSX wB97M-V def2-TZVPD def2/J DEFGRID3
* xyz 0 1
C -2.739 -2.638 10.048
O -2.241 -3.639 9.162
C -3.179 -4.640 8.814
C -2.742 -5.157 7.451
N -2.763 -4.157 6.449
C -2.263 -4.681 5.228
C -2.326 -3.684 4.075
O -1.468 -2.599 4.372
C -1.513 -1.794 3.198
H -3.639 -2.142 9.595
H -1.877 -1.948 10.240
H -3.019 -3.052 11.030
H -4.217 -4.254 8.833
H -3.085 -5.425 9.598
H -3.456 -5.969 7.129
H -1.758 -5.653 7.545
H -2.215 -3.350 6.721
H -2.967 -5.530 5.021
H -1.268 -5.149 5.274
H -3.312 -3.288 4.003
H -2.018 -4.146 3.125
H -0.999 -0.844 3.429
H -2.521 -1.481 3.013
H -1.102 -2.299 2.318
C -4.492 -1.542 -2.125
O -4.078 -1.931 -0.780
C -2.743 -1.579 -0.411
C -2.643 -0.175 0.106
N -3.692 0.161 1.068
C -3.701 1.514 1.634
C -2.915 1.653 2.872
O -1.523 1.691 2.635
C -1.151 3.045 2.476
H -5.343 -2.147 -2.348
H -3.712 -1.504 -2.927
H -4.810 -0.482 -2.085
H -2.025 -1.780 -1.195
H -2.497 -2.343 0.340
H -2.575 0.480 -0.815
H -1.677 -0.101 0.562
H -4.581 -0.112 0.669
H -4.705 1.760 1.880
H -3.382 2.257 0.852
H -3.162 0.808 3.535
H -3.223 2.583 3.291
H -1.827 3.564 1.836
H -0.164 3.023 2.071
H -1.197 3.572 3.408
C 5.471 -2.380 -5.330
O 5.084 -1.143 -4.927
C 6.148 -0.267 -4.617
C 5.666 1.132 -4.527
N 4.750 1.292 -3.389
C 4.385 2.666 -2.996
C 3.606 2.591 -1.702
O 3.116 3.860 -1.439
C 2.695 3.910 -0.065
H 4.698 -3.074 -5.033
H 6.436 -2.754 -4.838
H 5.668 -2.367 -6.436
H 6.869 -0.225 -5.475
H 6.574 -0.550 -3.638
H 5.161 1.337 -5.441
H 6.482 1.875 -4.483
H 5.254 0.814 -2.684
H 3.668 3.131 -3.717
H 5.189 3.448 -2.791
H 4.356 2.272 -0.933
H 2.731 1.887 -1.688
H 3.590 3.909 0.569
H 2.075 3.017 0.257
H 2.168 4.833 0.126
C -3.030 3.323 -2.169
O -1.794 3.504 -2.798
C -0.784 2.674 -2.353
C 0.417 2.753 -3.303
N -0.147 2.367 -4.623
C 0.923 2.464 -5.618
C 1.689 1.147 -5.701
O 2.640 1.419 -6.719
C 3.080 0.293 -7.427
H -2.835 3.311 -1.044
H -3.482 2.357 -2.457
H -3.766 4.075 -2.458
H -1.121 1.628 -2.164
H -0.457 3.055 -1.367
H 1.122 2.017 -2.990
H 0.896 3.731 -3.264
H -0.890 3.016 -4.898
H 1.666 3.176 -5.364
H 0.494 2.660 -6.594
H 1.058 0.295 -5.949
H 2.192 1.045 -4.709
H 2.194 -0.129 -7.947
H 3.581 -0.458 -6.823
H 3.813 0.626 -8.136
O 2.622 -1.262 3.009
H 2.573 -2.215 3.171
H 2.366 -0.871 3.824
O 0.154 -0.649 -1.425
H 0.946 -0.570 -1.978
H 0.321 -0.162 -0.564
O 0.839 0.695 1.000
H 1.289 -0.142 1.204
H 0.095 0.715 1.616
*
```

- SMILES = COCCNCCOC.COCCNCCOC.COCCNCCOC.COCCNCCOC.O.O.O
- E_HOMO (eV) = -8.5488

---

Quick one: most stable of them? version w

---

Version w
Entry from the OMol25 dataset: 2 unconnected molecules or ions with the total composition C2HClN2O (ωB97M-V with the def2-TZVPD basis set).

The geometry in ORCA input format:
```
! RIJCOSX wB97M-V def2-TZVPD def2/J DEFGRID3
* xyz 0 1
C 0.730 1.153 0.072
C -1.161 -0.759 -0.096
N 0.318 2.165 0.425
N 0.937 -0.003 -0.564
O -1.240 -1.729 0.585
Cl 2.243 -0.993 -0.148
H -1.828 0.165 -0.274
*
```

- E_HOMO (alpha / beta) (eV) = -9.2691 / -9.2724

---

Version x
Entry from the OMol25 dataset: C2HClN2O in the gas phase (ωB97M-V with the def2-TZVPD basis set).

The geometry in ORCA input format:
```
! RIJCOSX wB97M-V def2-TZVPD def2/J DEFGRID3
* xyz 0 1
Cl -1.898 -0.021 0.000
C -0.200 0.096 0.006
N 0.512 1.161 -0.002
N 1.819 0.702 -0.001
C 1.771 -0.582 0.003
O 0.495 -1.059 -0.004
H 2.558 -1.285 0.004
*
```

- SMILES = Clc1nnco1
- E_HOMO (eV) = -10.5346

---

Version y
Entry from the OMol25 dataset: C2HClN2O in the gas phase (ωB97M-V with the def2-TZVPD basis set).

The geometry in ORCA input format:
```
! RIJCOSX wB97M-V def2-TZVPD def2/J DEFGRID3
* xyz 0 1
Cl -1.097 2.074 -0.738
C -0.411 0.641 -0.263
C 0.645 0.236 0.439
O 0.746 -1.123 0.507
N -0.258 -1.681 -0.192
N -1.036 -0.925 -0.707
H 1.411 0.777 0.954
*
```

- SMILES = Clc1conn1
- E_HOMO (eV) = -10.1161

---

Quick one: most stable of them? version x

---

Version w
Entry from the OMol25 dataset: 3 unconnected molecules or ions with the total composition C3H12O3 (ωB97M-V with the def2-TZVPD basis set).

The geometry in ORCA input format:
```
! RIJCOSX wB97M-V def2-TZVPD def2/J DEFGRID3
* xyz 0 1
C 18.185 -14.740 26.906
O 16.892 -14.158 26.759
H 18.892 -14.325 26.185
H 18.534 -14.497 27.907
H 18.153 -15.828 26.808
H 16.573 -14.323 25.868
C 14.005 -15.558 27.827
O 14.689 -14.512 28.505
H 13.875 -15.341 26.763
H 14.533 -16.513 27.928
H 13.026 -15.665 28.286
H 15.494 -14.305 28.003
C 15.665 -11.423 29.966
O 14.391 -11.855 29.559
H 16.151 -12.114 30.674
H 16.355 -11.270 29.124
H 15.544 -10.469 30.479
H 14.469 -12.720 29.134
*
```

- SMILES = CO.CO.CO
- E_HOMO (eV) = -9.5538

---

Version x
Entry from the OMol25 dataset: 3 unconnected molecules or ions with the total composition C3H12O3 (ωB97M-V with the def2-TZVPD basis set).

The geometry in ORCA input format:
```
! RIJCOSX wB97M-V def2-TZVPD def2/J DEFGRID3
* xyz 0 1
C 1.142 -2.918 -0.594
C 0.555 -1.514 -0.272
C -0.796 -1.308 -0.898
O -0.610 0.027 -1.657
H 2.227 -2.771 -0.770
H 0.781 -3.217 -1.567
H 1.073 -3.808 0.046
H 0.693 -1.473 0.820
H 1.326 -0.809 -0.626
H -0.969 -1.945 -1.769
H -1.548 -1.179 -0.136
H -0.407 0.941 -1.811
O -1.345 2.538 -0.420
H -0.592 2.969 -0.839
H -1.448 1.716 -0.932
O 0.027 4.358 4.110
H 0.727 4.351 3.462
H -0.836 4.042 3.852
*
```

- SMILES = CCCO.O.O
- E_HOMO (eV) = -10.4477

---

Quick one: most stable of them? version w